(one)
The following is a DFT calculation (ωB97M-V/def2-TZVPD) of 2 unconnected molecules or ions with the total composition C6H8OS.

Properties
Orbital gap ... 9.1 eV
Multiplicity ... 1
LUMO level ... -0.24 eV

Atoms and positions in Å:
C: 1.006 0.797 -0.789
C: 2.235 0.509 -0.125
C: -0.015 1.230 -0.091
C: 3.253 -0.125 -0.758
C: -1.944 -1.389 0.356
C: -3.250 -1.305 0.504
O: -0.672 3.259 1.282
S: -0.881 1.816 1.121
H: 1.025 0.795 -1.902
H: 2.329 0.786 0.858
H: 3.226 -0.498 -1.841
H: 3.973 -0.401 -0.123
H: -1.347 -1.227 -0.602
H: -1.295 -1.464 1.171
H: -3.750 -1.531 1.328
H: -3.892 -1.252 -0.389

***

(two)
The following is a DFT calculation (ωB97M-V/def2-TZVPD) of C6H8OS in the gas phase.

Properties
Orbital gap ... 9.4 eV
Multiplicity ... 1
LUMO level ... 0.76 eV

Atoms and positions in Å:
C: 0.429 -0.083 1.192
C: -0.886 0.431 0.590
C: -1.403 -0.830 -0.288
C: -0.278 -1.182 -1.295
C: 0.937 -0.725 -1.117
C: 1.201 0.404 -0.155
H: 0.240 -1.857 0.850
H: 0.778 0.482 1.957
H: -1.565 0.887 1.310
H: -2.419 -0.593 -0.835
H: -1.579 -1.541 0.615
H: -0.520 -1.864 -2.113
H: 1.589 -1.074 -1.807
H: 2.255 0.850 -0.237
O: 0.447 -1.390 1.629
S: -0.147 1.734 -0.396

***

(three)
The following is a DFT calculation (ωB97M-V/def2-TZVPD) of C6H8OS in the gas phase.

Properties
Orbital gap (spin up / spin down) ... 7.2 / 7.9 eV
Multiplicity ... 1
LUMO level (spin up / spin down) ... -0.27 / 0.29 eV

Atoms and positions in Å:
C: -2.042 -0.696 0.071
C: 1.142 -1.100 -0.113
C: -2.815 -1.692 0.321
C: 0.032 0.863 -1.059
C: 1.313 0.332 -0.273
C: 1.463 1.088 1.046
O: 1.746 -2.124 -0.256
S: -1.581 0.852 -0.069
H: -3.999 -1.457 0.306
H: -2.538 -2.755 0.300
H: 0.353 1.877 -1.340
H: 0.189 0.481 -2.067
H: 2.205 0.468 -0.956
H: 2.574 1.317 1.288
H: 1.028 0.447 1.820
H: 0.928 2.100 0.981

***

Relative to the most stable structure, the computed energies are (one) 254.3; (two) 0.0; (three) 303.4, all in kJ/mol.

***

(one)
The following is a DFT calculation (ωB97M-V/def2-TZVPD) of C4H8N4 in the gas phase.

Properties
Orbital gap ... 8.3 eV
Multiplicity ... 1
LUMO level ... 0.81 eV

Atoms and positions in Å:
C: 0.584 2.151 -1.212
C: 0.244 0.461 0.683
C: 0.363 -0.278 1.782
C: -0.653 -1.307 -0.097
H: -0.575 2.468 -1.413
H: 0.911 1.377 -1.921
H: 1.165 3.041 -1.063
H: 1.565 1.893 0.845
H: 1.041 -0.159 2.607
H: -0.070 -2.516 1.466
H: -1.980 -1.954 -1.625
H: -1.700 -2.836 -0.042
N: 0.676 1.758 0.245
N: -0.128 -1.588 1.202
N: -1.217 -2.333 -0.863
N: -0.224 -0.179 -0.594

***

(two)
The following is a DFT calculation (ωB97M-V/def2-TZVPD) of a molecular structure, C4H8N4.

Properties
Orbital gap ... 9.3 eV
Multiplicity ... 1
LUMO level ... 0.56 eV

Atoms and positions in Å:
C: -0.299 0.439 -0.146
C: 0.820 0.850 0.945
C: 1.307 0.505 -0.386
C: -0.696 -1.086 0.008
H: -1.852 1.968 0.719
H: -1.175 2.283 -1.251
H: 0.850 0.110 1.813
H: 0.748 1.885 0.994
H: 1.904 0.988 -1.250
H: 1.392 -0.967 -1.491
H: 0.741 -2.816 0.758
H: -2.805 -1.175 0.005
N: -1.394 1.350 -0.335
N: 1.638 -0.917 -0.525
N: 0.653 -1.665 0.241
N: -1.833 -1.752 -0.099

***

Relative to the most stable structure, the computed energies are (one) 0.0; (two) 439.8, all in kJ/mol.